ORCA calculation (wB97M-V/def2-TZVPD) on a structure of composition C5H4AlN2O4S.

Properties
lowest unoccupied orbital energy (alpha / beta)	-0.5171 / -0.5171	hartree
energy relative to the best compared isomer or geometry (same formula, charge and spin)	0.00	kcal/mol
Kohn-Sham gap (alpha / beta)	7.10 / 7.10	eV
net charge	+3
electronic energy	-33819.531	eV

Geometry as XYZ:
```
17
Properties=species:S:1:pos:R:3:mulliken_charge:R:1
Al 0.010 0.113 -1.717 0.432
O 0.023 3.016 -3.147 0.078
C 0.021 1.983 -2.665 0.493
C 1.901 -0.799 -1.504 0.504
O 2.944 -1.306 -1.445 0.000
C -1.909 -0.774 -1.534 0.510
O -2.963 -1.244 -1.479 0.001
C 0.001 -1.021 -3.536 0.352
O 0.000 -1.517 -4.589 0.005
N 0.019 1.251 3.132 -0.408
C 0.000 0.219 2.234 0.925
N 0.015 -1.033 2.759 -0.325
S -0.073 0.797 0.634 -0.470
H 0.010 1.125 4.134 0.239
H -0.002 2.199 2.760 0.209
H -0.004 -1.868 2.189 0.217
H 0.008 -1.141 3.772 0.238
```